Entry 1:
{
  "formula": "C5H11N3O",
  "method": "the ωB97M-V functional and the def2-TZVPD basis",
  "symbols": ["N", "H", "C", "H", "H", "N", "H", "C", "N", "H", "H", "O", "H", "H", "C", "C", "C", "H", "H", "H"],
  "xyz": [[1.10, 1.66, 1.09], [-1.50, 0.22, -1.51], [1.50, -1.18, -0.20], [-2.17, -0.25, 1.62], [2.49, -1.56, -0.41], [-0.16, -0.52, 1.19], [-0.54, -1.19, -1.99], [-0.58, -0.09, -2.00], [0.74, -1.32, 0.75], [-1.40, -1.56, 2.52], [1.55, 0.28, -1.83], [-1.11, 1.59, 0.52], [-0.64, 0.22, -3.05], [0.63, 1.61, -1.38], [-1.46, -1.07, 1.55], [-0.03, 1.03, 0.55], [0.62, 0.52, -1.31], [1.92, 1.09, 1.22], [-1.82, -1.77, 0.80], [0.87, 2.28, 1.85]],
  "e_lumo_ev": 0.15,
  "homo_ev": -8.59,
  "relative_energy_kj_mol": 564.7
}


Entry 2:
{
  "formula": "C2H7N3P3",
  "method": "the ωB97M-V functional and the def2-TZVPD basis",
  "symbols": ["H", "H", "H", "N", "P", "H", "N", "P", "C", "H", "H", "P", "C", "N", "H"],
  "xyz": [[0.51, -1.75, 1.27], [2.99, 2.55, -2.04], [-0.29, 2.76, 0.74], [-0.09, -0.06, -0.57], [-0.69, -3.86, 1.14], [0.61, -4.27, 1.48], [1.07, 1.71, -1.30], [-0.85, -1.43, -0.57], [0.04, 1.21, -0.69], [-1.33, 2.83, -0.67], [-0.99, -3.53, 2.47], [1.70, 2.28, -2.59], [-0.87, 2.16, 0.04], [-0.18, -2.22, 0.70], [-1.63, 1.61, 0.58]],
  "smiles": "[H]/P=N/C(C)=N/P=[NH+]/P",
  "e_lumo_ev": -4.87,
  "homo_ev": -13.47,
  "charge": 1,
  "relative_energy_kj_mol": 6.5
}